No. 1
This record from OMol25 describes C21H34N2O2ReS as an isolated structure in a non-equilibrium geometry. The level of theory is the ωB97M-V functional and the def2-TZVPD basis.

Last column: Mulliken charge in e.
Element x y z (Å)
Re (-0.596360, 0.298485, 0.577800)  0.615
C (-1.535422, 0.498055, 5.995614)  -0.836
C (-0.109194, 0.959377, 5.717871)  -0.902
N (-0.034681, 2.067154, 4.764652)  0.106
C (-0.051367, 3.433701, 5.301936)  -0.656
C (-1.415750, 4.106292, 5.229225)  -1.027
C (-0.021885, 1.870903, 3.434477)  0.474
S (-0.049304, 0.251540, 2.839724)  -0.511
N (0.072829, 2.985428, 2.693084)  -0.191
C (-0.226233, 3.095246, 1.427135)  0.201
O (-0.860674, 2.263601, 0.673898)  -0.876
C (0.107538, 4.389539, 0.765865)  0.556
C (0.119128, 4.452713, -0.624745)  -0.492
C (0.419528, 5.645471, -1.263694)  -0.733
C (0.693465, 6.782495, -0.515880)  -0.365
C (0.679998, 6.723251, 0.872015)  -0.697
C (0.392827, 5.528612, 1.512421)  -0.139
H (-1.524912, -0.410124, 6.599917)  0.385
H (-2.051323, 0.278502, 5.060603)  0.178
H (-2.099930, 1.259494, 6.535514)  0.301
H (0.490912, 0.133047, 5.344340)  0.475
H (0.361077, 1.307803, 6.636927)  0.397
H (0.680680, 4.020679, 4.749933)  0.386
H (0.280264, 3.366067, 6.337273)  0.403
H (-1.709217, 4.264587, 4.192065)  0.234
H (-1.380092, 5.075727, 5.729646)  0.362
H (-2.181540, 3.501812, 5.716480)  0.317
H (-0.103228, 3.559376, -1.192637)  0.445
H (0.436792, 5.689472, -2.345145)  0.394
H (0.916074, 7.717114, -1.014949)  0.383
H (0.893208, 7.610313, 1.454690)  0.400
H (0.384116, 5.464285, 2.592108)  0.335
C (1.855632, -2.010969, -1.398413)  -1.674
C (2.051980, -1.167274, -0.126997)  2.826
C (1.848079, -2.063974, 1.095324)  -1.748
C (3.480279, -0.614584, -0.112931)  -1.804
C (1.081339, 0.009789, -0.176793)  -0.971
H (2.558525, -2.849702, -1.413793)  0.431
H (2.020407, -1.409309, -2.295721)  0.387
H (0.839341, -2.408673, -1.443281)  0.333
H (2.466885, -2.961376, 1.012383)  0.466
H (0.806114, -2.382213, 1.186515)  0.356
H (2.117899, -1.543433, 2.015405)  0.284
H (4.206455, -1.431824, -0.154028)  0.431
H (3.664934, -0.038643, 0.796675)  0.345
H (3.655264, 0.038148, -0.971450)  0.414
H (1.371380, 0.726480, -0.962033)  0.318
C (-4.077265, -1.703518, -0.658340)  -1.716
C (-3.618891, -0.308608, -0.263811)  1.720
C (-4.159876, 0.069404, 1.112230)  -1.575
C (-4.029700, 0.722563, -1.305545)  -1.555
O (-2.197859, -0.315484, -0.208625)  -0.524
H (-5.167582, -1.753658, -0.680868)  0.393
H (-3.707465, -2.437269, 0.059746)  0.373
H (-3.693671, -1.963859, -1.645891)  0.394
H (-5.251239, 0.069418, 1.117202)  0.460
H (-3.810470, 1.067290, 1.389741)  0.280
H (-3.804767, -0.641068, 1.861696)  0.349
H (-5.117074, 0.811748, -1.341360)  0.409
H (-3.668761, 0.432478, -2.293261)  0.366
H (-3.606215, 1.696603, -1.053337)  0.308

Cartesian forces (eV/Å) of the 3 atoms listed first:
Re -0.183 -0.351 1.114
C -0.012 0.026 -0.023
C -0.015 0.032 -0.046

For the largest force on an atom, the calculation gives 0.02300 hartree/bohr. As for the HOMO energy (alpha / beta): -6.956 / -6.779 eV. Its electronic energy is -42368.5708 eV. Its total charge is 0. The value obtained for the relative energy (zero: lowest compared OMol25 entry of this formula, charge and spin) is 0.0000 eV. The spin multiplicity is 2.

No. 2
This record from OMol25 describes C21H35BO2P2Tc as an isolated structure in a non-equilibrium geometry. The level of theory is the ωB97M-V functional and the def2-TZVPD basis.

Last column: Mulliken charge in e.
Element x y z (Å)
P (-2.528785, 1.049206, 1.275814)  0.412
P (1.676654, -2.442076, 0.035180)  1.136
C (-0.762639, -1.008659, -0.806330)  -0.839
C (0.226257, -2.159631, -1.103442)  -1.072
H (-1.670098, -1.189783, -1.427548)  0.565
H (-1.083012, -1.062187, 0.250745)  0.349
H (-0.331110, -3.111433, -1.070227)  0.469
H (0.631706, -2.059678, -2.123834)  0.630
C (3.066627, -1.618114, -0.784755)  -1.266
H (3.987244, -2.195105, -0.624364)  0.483
H (3.193651, -0.620414, -0.351123)  0.296
H (2.873135, -1.520403, -1.859308)  0.418
C (1.990295, -4.219025, 0.292117)  -1.330
H (2.278029, -4.714465, -0.643440)  0.426
H (1.091435, -4.700782, 0.701396)  0.437
H (2.801325, -4.339254, 1.030803)  0.421
C (-3.695391, 2.395580, 0.850296)  -1.221
H (-4.481675, 2.422327, 1.624144)  0.457
H (-4.120290, 2.192579, -0.143260)  0.353
H (-3.158346, 3.351614, 0.837092)  0.383
C (-3.790877, -0.203862, 0.855987)  -1.038
H (-3.359955, -1.206338, 0.952066)  0.360
H (-4.134378, -0.029721, -0.174565)  0.315
H (-4.611130, -0.077791, 1.582910)  0.434
Tc (-0.573122, 1.040731, -1.296806)  -0.314
C (0.376692, 0.613152, -3.005308)  -0.051
C (1.069899, 1.627421, -2.244712)  0.026
C (0.976158, 3.093512, -2.642813)  -1.305
C (-0.424594, 3.719603, -2.448309)  -0.923
C (-1.416210, 2.819862, -1.734129)  0.363
C (-2.091401, 1.756063, -2.439710)  -0.121
C (-1.846774, 1.531860, -3.916702)  -1.030
C (-0.440967, 0.982386, -4.234374)  -1.049
C (0.401191, 1.661135, 0.418293)  -1.128
H (0.889473, -0.347320, -3.075355)  0.590
H (2.025055, 1.327164, -1.811749)  0.692
H (1.326080, 3.241720, -3.676064)  0.473
H (1.688215, 3.658507, -2.024972)  0.369
H (-0.306278, 4.644592, -1.864236)  0.429
H (-0.822884, 4.060540, -3.414588)  0.274
H (-2.014597, 3.304845, -0.960534)  0.163
H (-3.102528, 1.532091, -2.094137)  0.363
H (-2.021697, 2.451789, -4.497761)  0.361
H (-2.592074, 0.814271, -4.292132)  0.408
H (-0.563601, 0.086131, -4.859933)  0.402
H (0.120149, 1.692685, -4.856883)  0.287
H (-0.082933, 1.398467, 1.377236)  0.390
H (0.464264, 2.759799, 0.339991)  0.455
H (1.445589, 1.295900, 0.479263)  0.394
O (2.158268, -0.732262, 2.463944)  -0.477
B (1.333091, -1.625545, 1.754512)  0.611
O (0.322302, -2.170146, 2.578054)  -0.469
C (0.760484, -1.882285, 3.847169)  0.783
C (0.496498, -2.640555, 4.971192)  -0.978
C (1.441364, -2.588600, 6.004625)  -0.487
C (2.539581, -1.731516, 5.939609)  -0.488
C (2.759362, -0.905090, 4.827985)  -0.961
C (1.876685, -1.021675, 3.775515)  0.664
H (-0.390014, -3.272202, 5.019339)  0.463
H (1.295609, -3.219628, 6.886023)  0.385
H (3.233072, -1.687633, 6.779478)  0.389
H (3.601920, -0.222354, 4.752621)  0.467

Cartesian forces (eV/Å) of the 3 atoms listed first:
P -1.045 0.070 -0.963
P -0.675 0.726 -0.923
C 0.279 -0.761 0.572

For the largest force on an atom, the calculation gives 0.13141 hartree/bohr. As for the HOMO energy (alpha / beta): -13.848 / -13.849 eV. Its electronic energy is -47873.1545 eV. Its total charge is +2. The value obtained for the relative energy (zero: lowest compared OMol25 entry of this formula, charge and spin) is 0.0000 eV. The spin multiplicity is 4.